Here is a 3-piece molecular cluster, C4H15NO3 overall at a distorted geometry from the Open Molecules 2025 dataset. Energies are from ωB97M-V with the def2-TZVPD basis set.

Results
E_HOMO = -0.3396 Ha
ΔE to the lowest compared entry with this formula, charge and spin = 3.981 eV
Structure (SMILES) = CN(C)CCO.O.O
Gap between HOMO and LUMO = 9.8 eV
Total energy = -441.7356 Eh
Total charge = 0

Atoms and positions in Å:
C 1.831 1.612 0.134
N 0.990 0.284 0.058
C 1.864 -0.783 0.671
C 0.679 -0.033 -1.347
C -0.775 -0.346 -1.480
O -0.874 -1.701 -1.015
H 2.459 1.598 1.146
H 2.666 1.835 -0.596
H 1.303 2.535 0.119
H 2.660 -0.142 1.397
H 2.389 -1.489 -0.038
H 1.245 -1.310 1.454
H 1.324 -0.767 -1.822
H 0.956 0.682 -2.087
H -0.974 -0.192 -2.475
H -1.460 0.525 -1.160
H -1.375 -1.754 -0.078
H -1.625 1.199 0.560
H -0.079 1.092 1.307
O -1.014 1.692 1.200
H -1.907 -0.140 1.775
H -3.165 -0.746 1.186
O -2.230 -0.942 1.194